No. 1
This record from OMol25 describes a cluster of 8 separate species, C12H40N8O12 in total in a non-equilibrium geometry. The level of theory is ωB97M-V with the def2-TZVPD basis set.

The geometry in ORCA input format:
```
! RIJCOSX wB97M-V def2-TZVPD def2/J DEFGRID3
* xyz 0 1
N 3.40483 4.47584 -2.94636
C 2.79328 3.77549 -1.95764
N 2.58127 4.45845 -0.79235
O 2.35412 2.64778 -2.14046
H 3.39608 4.21040 -3.91366
H 3.58888 5.44872 -2.77316
H 2.09413 4.01450 -0.03858
H 2.98077 5.35742 -0.59903
N 3.48884 -2.44543 -0.08939
C 4.59531 -1.95312 -0.68719
N 5.57062 -2.88334 -1.02414
O 4.73265 -0.75225 -0.89631
H 3.38198 -3.41898 0.11913
H 2.81547 -1.74868 0.19675
H 5.23927 -3.79877 -1.27959
H 6.34922 -2.52986 -1.55115
N 2.92148 -0.00528 -3.28674
C 3.51569 0.12131 -4.49857
N 4.53638 -0.76765 -4.73884
O 3.17610 0.99342 -5.29550
H 3.08543 -0.75083 -2.63679
H 2.43720 0.79630 -2.91089
H 5.09965 -0.58607 -5.54750
H 4.88381 -1.28888 -3.95654
N -0.50723 -5.25529 0.78646
C -0.80050 -4.37061 1.81657
N -1.28119 -3.16490 1.40023
O -0.69191 -4.70553 2.98623
H 0.17555 -5.97316 0.95005
H -0.51014 -4.91189 -0.15965
H -1.68655 -2.51080 2.05865
H -1.31161 -2.91812 0.42971
O -4.06723 -1.86480 -1.43330
C -3.91916 -0.78617 -2.34572
C -5.27626 -0.11936 -2.52828
O -5.22377 0.82044 -3.60641
H -3.24350 -2.35924 -1.44094
H -3.21059 -0.05667 -1.93896
H -3.55916 -1.10007 -3.33278
H -5.51016 0.53024 -1.68694
H -6.05454 -0.86344 -2.70382
H -4.95253 0.36835 -4.41219
O 0.93756 -1.09368 0.24314
C 1.11251 0.31294 0.03420
C -0.20631 1.04914 -0.11957
O -1.12936 0.59855 0.88310
H 0.06159 -1.19263 0.63644
H 1.59366 0.71160 0.94135
H 1.83089 0.49485 -0.76205
H -0.60106 0.76462 -1.10161
H -0.09077 2.12655 -0.03361
H -1.49302 1.40069 1.28001
O -1.41970 3.17890 2.57169
C -2.80826 2.81339 2.62319
C -3.59037 3.28412 1.41434
O -3.89445 4.66626 1.44795
H -1.33689 4.13098 2.46533
H -2.84264 1.72383 2.59563
H -3.20893 3.21957 3.55069
H -4.51214 2.69184 1.40068
H -3.12729 2.98006 0.46694
H -3.14009 5.13948 1.08466
O -0.07401 -2.08452 6.13127
C -1.09826 -2.02723 5.16757
C -0.82592 -0.90654 4.18343
O -1.85708 -0.78963 3.22022
H -0.16894 -1.35354 6.74571
H -1.25754 -2.96673 4.63397
H -2.07046 -1.87079 5.65706
H 0.18718 -0.98569 3.77001
H -0.78565 0.03852 4.75453
H -1.57623 -0.18441 2.51929
*
```

Computed properties:
ΔE to the lowest compared entry with this formula, charge and spin = 57.2 kJ/mol
SMILES string = NC(N)=O.NC(N)=O.NC(N)=O.NC(N)=O.OCCO.OCCO.OCCO.OCCO
Kohn-Sham gap = 9.04 eV
HOMO energy = -9.12 eV

No. 2
This record from OMol25 describes a cluster of 2 separate species, C9H14O in total in a non-equilibrium geometry. The level of theory is ωB97M-V with the def2-TZVPD basis set.

The geometry in ORCA input format:
```
! RIJCOSX wB97M-V def2-TZVPD def2/J DEFGRID3
* xyz 0 1
C -2.05416 0.83152 1.57174
C -0.60878 0.77292 1.74516
C -0.13652 -0.06659 2.83631
C 1.17663 -0.52362 2.80546
C 2.04336 0.31697 1.97676
O 3.34766 -0.04665 2.09571
C 1.55382 1.31405 1.18820
C 0.18286 1.56524 0.93867
H -2.70115 0.94978 2.55972
H -2.50609 -0.06289 1.20190
H -2.28707 1.66914 0.78757
H -0.83344 -0.32098 3.58304
H 1.52514 -1.41395 3.50008
H 3.85577 0.81484 2.44801
H 2.12842 2.14953 0.75578
H -0.31785 2.12577 0.19392
C 0.15348 -1.08152 -3.82962
C -1.27339 -1.32779 -3.66310
H 0.68859 -1.69913 -4.64065
H 0.43008 -0.16617 -4.45215
H 0.63352 -1.29115 -2.83549
H -1.83977 -1.64871 -4.53403
H -1.84955 -0.55177 -3.18883
H -1.31158 -2.30886 -3.04414
*
```

Computed properties:
ΔE to the lowest compared entry with this formula, charge and spin = 279.8 kJ/mol
SMILES string = Cc1ccc(O)cc1.CC
Kohn-Sham gap = 9.08 eV
HOMO energy = -8.30 eV

No. 3
This record from OMol25 describes a cluster of 15 separate species, C5H40NO14S in total in a non-equilibrium geometry. The level of theory is ωB97M-V with the def2-TZVPD basis set.

The geometry in ORCA input format:
```
! RIJCOSX wB97M-V def2-TZVPD def2/J DEFGRID3
* xyz -1 1
C -0.95897 -0.44289 -2.14549
C -2.15818 0.32146 -1.50561
S -2.75059 1.72941 -2.60153
C -0.24872 -1.23484 -1.06104
N 0.46768 -2.49877 -1.50202
C 1.59723 -2.15120 -2.32915
C 0.73337 -3.34603 -0.35316
H -0.37402 0.30315 -2.69370
H -1.29797 -1.01586 -3.00157
H -3.00155 -0.36860 -1.45679
H -1.89086 0.76256 -0.56851
H -0.95526 -1.51096 -0.28277
H 0.50685 -0.65401 -0.54977
H 1.21905 -1.36202 -2.99752
H 1.87319 -2.86251 -3.11169
H 2.52627 -1.76428 -1.91968
H 1.67669 -3.86964 -0.54334
H 0.71834 -2.90199 0.63392
H 0.10216 -4.24467 -0.42341
H -2.88684 -3.52552 -2.49773
H -3.80461 -2.54998 -1.69048
O -3.37404 -3.39549 -1.70054
H 0.15974 1.87183 -0.01333
H 0.54499 0.65147 0.65884
O -0.19706 1.26968 0.66199
H 0.42489 3.77285 1.58337
H -0.95079 3.87003 1.93620
O -0.08652 3.89484 2.38871
H 2.81515 0.40820 3.80632
H 2.73095 1.60096 2.86072
O 3.34528 0.97561 3.23441
H 2.04728 3.69835 -0.40501
H 2.81888 2.74462 -1.27241
O 1.91683 3.00377 -1.05886
H 3.85904 -0.27555 1.90831
H 2.79144 -1.45875 1.90892
O 3.51455 -1.04420 1.43415
H -3.07862 1.21238 1.75530
H -2.97953 1.46240 3.26930
O -3.20939 0.79881 2.61614
H 0.46910 1.98035 3.33571
H -0.18767 0.70642 2.91085
O 0.42360 1.04737 3.60044
H -0.87636 -2.53629 -3.67088
H -1.08227 -3.84651 -2.88918
O -1.26566 -3.40679 -3.72377
H -1.49734 -0.66295 1.39429
H -1.82751 -0.30992 2.63662
O -1.02883 -0.74509 2.23254
H 1.05730 -1.14725 2.98193
H 0.79361 -2.62649 2.83792
O 1.39149 -2.01105 3.26088
H -0.14200 3.16059 -1.91873
H -1.34636 3.95731 -2.27992
O -0.62663 3.94503 -1.63532
H 2.23918 0.46595 -1.02184
H 3.60604 0.06425 -0.36112
O 3.13010 0.72852 -0.86852
H -3.17569 2.81980 0.04692
H -1.92928 3.54901 -0.27224
O -2.31115 2.99311 0.43192
*
```

Computed properties:
ΔE to the lowest compared entry with this formula, charge and spin = 172.3 kJ/mol
Kohn-Sham gap = 6.05 eV
HOMO energy = -3.73 eV